1.
A structure of composition C30H24N3O3OsS, computed with ωB97M-V/def2-TZVPD.

Summary:
Kohn-Sham gap (spin up / spin down): 0.159 / 0.250 hartree
Charge: -1
⟨S²⟩: 6.033
Energy: -55414.1723 eV
2S+1: 5

Last column: Löwdin spin population.
Atoms and positions in Å:
1 Os 0.071 -0.033 -0.965  1.643
2 O 1.611 -0.606 -2.035  0.151
3 C 2.898 -0.526 -1.750  0.003
4 C 3.768 -1.217 -2.613  0.011
5 C 5.133 -1.179 -2.443  -0.005
6 C 5.695 -0.442 -1.401  0.013
7 C 4.860 0.242 -0.547  -0.004
8 C 3.462 0.225 -0.688  0.011
9 C 2.695 0.980 0.277  -0.014
10 N 1.414 1.029 0.287  0.023
11 N 0.817 1.763 1.285  0.006
12 C -0.485 1.631 1.242  0.021
13 O -1.135 0.961 0.346  0.083
14 C -1.289 2.312 2.281  0.001
15 C -2.676 2.331 2.173  0.003
16 C -3.441 2.960 3.143  0.000
17 C -2.827 3.566 4.230  0.002
18 C -1.443 3.543 4.344  0.000
19 C -0.675 2.919 3.376  0.001
20 H 3.313 -1.783 -3.415  0.001
21 H 5.771 -1.728 -3.125  -0.001
22 H 6.768 -0.409 -1.265  0.001
23 H 5.277 0.820 0.270  0.000
24 H 3.231 1.524 1.052  -0.001
25 H -3.139 1.846 1.325  0.001
26 H -4.520 2.971 3.054  0.000
27 H -3.426 4.052 4.990  0.000
28 H -0.962 4.008 5.195  0.000
29 H 0.402 2.886 3.452  0.000
30 S -1.960 -3.649 1.005  0.120
31 C -0.947 -2.987 2.273  0.027
32 C -0.891 -3.384 3.592  0.004
33 C 0.002 -2.750 4.453  0.050
34 C 0.825 -1.742 3.960  0.000
35 C 0.776 -1.346 2.634  0.044
36 C -0.132 -1.954 1.757  0.008
37 N -0.303 -1.696 0.432  0.173
38 C -1.279 -2.491 -0.118  0.288
39 C -1.681 -2.335 -1.467  0.065
40 C -2.550 -3.221 -2.133  0.096
41 C -2.789 -3.058 -3.487  0.032
42 C -2.185 -2.028 -4.199  0.114
43 C -1.362 -1.114 -3.527  0.037
44 C -1.117 -1.221 -2.171  0.063
45 H -1.534 -4.180 3.949  -0.001
46 H 0.053 -3.042 5.494  0.004
47 H 1.527 -1.251 4.624  -0.001
48 H 1.434 -0.564 2.280  0.002
49 H -3.005 -4.047 -1.597  0.009
50 H -3.449 -3.752 -3.996  -0.001
51 H -2.369 -1.921 -5.261  0.008
52 H -0.928 -0.288 -4.078  0.000
53 C -2.512 1.555 -2.615  0.015
54 O -1.199 1.853 -3.055  0.166
55 C -0.191 1.683 -2.134  0.584
56 C 1.052 2.331 -2.682  0.099
57 H -3.023 0.996 -3.401  0.001
58 H -3.046 2.491 -2.420  0.004
59 H -2.502 0.955 -1.706  0.004
60 H 0.794 3.281 -3.157  0.008
61 H 1.553 1.707 -3.437  0.025
62 H 1.773 2.523 -1.886  0.005

2.
A structure of composition C30H24N6O3SrTe, computed with ωB97M-V/def2-TZVPD.

Summary:
Kohn-Sham gap (spin up / spin down): 0.142 / 0.169 hartree
Energy above the lowest of the compared OMol25 structures with the same formula, charge and spin: 104.99 kJ/mol
Charge: -2
Energy: -54712.6434 eV

Last column: Mulliken charge in e.
Atoms and positions in Å:
1 Sr 0.315 0.361 0.528  2.172
2 C -1.386 -0.177 -3.965  -1.211
3 C -1.154 0.165 -2.522  -0.197
4 N 0.003 -0.046 -1.906  0.421
5 N 0.999 -0.678 -2.582  -0.653
6 C 2.108 -0.802 -1.932  -0.155
7 O 2.339 -0.357 -0.669  -1.051
8 C 3.230 -1.541 -2.561  0.828
9 C 4.433 -1.694 -1.875  -0.367
10 C 5.483 -2.390 -2.460  -0.741
11 C 5.345 -2.937 -3.725  -0.327
12 C 4.143 -2.787 -4.414  -0.624
13 C 3.094 -2.095 -3.839  -0.261
14 C -2.216 0.744 -1.754  0.773
15 C -3.458 1.076 -2.373  -0.870
16 C -4.475 1.614 -1.635  -0.308
17 C -4.294 1.843 -0.259  -0.839
18 C -3.065 1.510 0.276  -0.263
19 N -2.050 0.990 -0.407  -0.090
20 H -0.520 -0.698 -4.366  0.223
21 H -1.549 0.719 -4.572  0.277
22 H -2.263 -0.817 -4.095  0.284
23 H 4.533 -1.264 -0.889  0.379
24 H 6.414 -2.502 -1.917  0.370
25 H 6.166 -3.480 -4.179  0.355
26 H 4.023 -3.214 -5.403  0.368
27 H 2.154 -1.972 -4.358  0.384
28 H -3.598 0.902 -3.430  0.282
29 H -5.416 1.859 -2.117  0.383
30 H -5.070 2.250 0.373  0.367
31 H -2.877 1.662 1.336  0.438
32 C -6.319 -0.674 10.080  -0.846
33 O -6.203 -0.658 8.688  -0.431
34 C -5.318 -1.582 8.132  0.916
35 C -4.656 -2.575 8.848  -0.256
36 C -3.805 -3.443 8.184  -0.635
37 C -3.557 -3.374 6.796  -0.057
38 C -4.253 -2.354 6.103  0.051
39 C -5.107 -1.491 6.762  -0.718
40 N -2.794 -4.374 6.250  -1.046
41 N -2.281 -4.283 5.021  -0.451
42 C -1.691 -3.121 4.571  -0.275
43 C -1.222 -2.050 5.315  -0.282
44 C -0.518 -0.983 4.726  -0.763
45 C -0.220 -0.887 3.376  0.930
46 O 0.434 0.117 2.839  -1.190
47 C -0.690 -1.999 2.562  -0.515
48 N -0.440 -1.977 1.211  -0.366
49 C -0.866 -2.960 0.453  -0.372
50 C -1.568 -4.063 0.957  -1.063
51 C -1.835 -4.105 2.299  -0.470
52 C -1.405 -3.072 3.150  1.573
53 H -6.991 0.141 10.350  0.233
54 H -5.351 -0.516 10.572  0.338
55 H -6.739 -1.619 10.447  0.303
56 H -4.788 -2.691 9.916  0.295
57 H -3.299 -4.227 8.736  0.324
58 H -4.119 -2.248 5.036  0.332
59 H -5.629 -0.718 6.209  0.363
60 H -1.377 -2.039 6.386  0.364
61 H -0.166 -0.177 5.362  0.340
62 H -0.647 -2.885 -0.609  0.407
63 H -1.892 -4.850 0.287  0.364
64 H -2.377 -4.923 2.757  0.484
65 Te 3.098 1.595 -0.512  -0.227

3.
A structure of composition C30H25B2InN7O20 at a distorted geometry, computed with ωB97M-V/def2-TZVPD.

Summary:
Kohn-Sham gap: 0.045 hartree
Energy above the lowest of the compared OMol25 structures with the same formula, charge and spin: 0.00 kJ/mol
Charge: +1
Energy: -89405.7422 eV

Last column: Mulliken charge in e.
Atoms and positions in Å:
1 In -4.546 -0.119 -8.883  0.995
2 O 1.265 -8.907 -4.661  -0.432
3 C 1.316 -7.719 -5.039  0.607
4 O 0.991 -7.230 -6.270  -0.386
5 B 1.186 -5.789 -6.220  0.967
6 O 1.336 -5.488 -4.781  -0.433
7 C 1.301 -6.560 -4.107  0.648
8 O 1.357 -6.748 -2.913  -0.442
9 O -0.022 -5.066 -6.713  -0.392
10 C 0.326 -4.328 -7.835  0.634
11 O -0.391 -3.625 -8.601  -0.598
12 C 1.859 -4.585 -7.981  0.594
13 O 2.259 -5.510 -7.125  -0.446
14 O 2.554 -4.098 -8.844  -0.508
15 O -0.932 -0.212 -4.759  -0.595
16 C -0.421 -0.224 -3.673  0.716
17 O -0.783 -0.988 -2.738  -0.506
18 B -0.085 -0.650 -1.444  0.829
19 O 0.834 0.452 -1.854  -0.329
20 C 0.586 0.780 -3.117  0.610
21 O 1.195 1.598 -3.774  -0.550
22 O -1.060 -0.347 -0.354  -0.377
23 C -1.136 -1.386 0.446  0.615
24 O -2.032 -1.605 1.270  -0.534
25 C 0.035 -2.281 0.205  0.719
26 O 0.608 -1.813 -0.890  -0.425
27 O 0.363 -3.337 0.796  -0.501
28 C -8.510 -2.027 3.568  -0.789
29 C -9.695 -1.630 2.716  0.357
30 N -10.634 -1.379 2.079  -0.353
31 H -7.506 -1.765 3.234  0.252
32 H -8.551 -3.086 3.822  0.261
33 H -8.564 -1.655 4.591  0.274
34 C -3.709 -4.060 6.551  -0.727
35 C -2.626 -4.833 6.038  0.322
36 N -1.752 -5.419 5.575  -0.340
37 H -3.835 -3.109 6.033  0.245
38 H -3.480 -3.721 7.561  0.259
39 H -4.618 -4.659 6.504  0.243
40 C 6.115 0.538 -5.683  -0.681
41 C 6.645 1.727 -5.094  0.307
42 N 7.005 2.641 -4.488  -0.386
43 H 5.549 1.006 -6.488  0.238
44 H 5.420 0.031 -5.015  0.235
45 H 6.850 -0.131 -6.130  0.292
46 C -6.633 -0.528 -1.300  -0.673
47 C -6.247 -0.452 -2.723  0.282
48 N -6.001 -0.340 -3.833  -0.366
49 H -5.726 -0.333 -0.728  0.222
50 H -7.166 -1.438 -1.027  0.278
51 H -7.225 0.366 -1.105  0.264
52 C 3.657 6.595 -3.007  -0.688
53 C 3.201 6.403 -1.630  0.290
54 N 2.788 6.230 -0.559  -0.374
55 H 4.718 6.362 -2.915  0.241
56 H 3.465 7.631 -3.287  0.262
57 H 3.185 6.004 -3.792  0.272
58 C -0.701 5.257 4.627  -0.398
59 C -1.270 4.046 4.153  -0.455
60 C -2.585 3.712 4.487  -0.492
61 C -3.237 4.448 5.543  0.347
62 C -2.562 5.564 6.132  -0.217
63 C -1.362 6.000 5.657  -0.379
64 N -4.572 3.997 5.953  0.833
65 O -4.934 2.779 5.839  -0.513
66 O -5.112 4.834 6.630  -0.513
67 H 0.306 5.453 4.289  0.370
68 H -0.786 3.394 3.440  0.424
69 H -3.079 2.828 4.113  0.428
70 H -2.979 6.262 6.843  0.372
71 H -0.899 6.884 6.068  0.387
72 C 6.749 1.659 1.170  -0.327
73 C 7.342 1.216 2.344  -0.283
74 C 6.639 0.837 3.438  -0.361
75 C 5.224 0.857 3.340  0.184
76 C 4.598 1.360 2.098  -0.275
77 C 5.375 1.679 0.978  -0.582
78 N 4.367 0.296 4.406  0.944
79 O 4.913 -0.074 5.445  -0.549
80 O 3.157 0.415 4.281  -0.556
81 H 7.365 2.034 0.366  0.392
82 H 8.421 1.213 2.360  0.366
83 H 7.199 0.414 4.259  0.430
84 H 3.523 1.400 2.000  0.468
85 H 4.813 2.048 0.133  0.454

4.
A structure of composition C30H25BI2O14S at a distorted geometry, computed with ωB97M-V/def2-TZVPD.

Summary:
Kohn-Sham gap: 0.259 hartree
Charge: 0
Energy: -87887.4892 eV

Last column: Mulliken charge in e.
Atoms and positions in Å:
1 C -2.614 -2.086 1.883  -0.878
2 C -3.876 -1.670 0.987  0.120
3 I -3.512 0.021 -0.363  0.211
4 C -5.115 -2.350 1.039  -0.915
5 I -6.712 -1.648 -0.293  0.063
6 C -5.350 -3.599 2.000  1.834
7 C -5.296 -3.406 3.577  -1.352
8 B -6.097 -2.096 4.123  0.695
9 O -7.346 -1.642 3.599  -0.547
10 O -5.569 -1.326 5.228  -0.544
11 C -4.405 -4.862 1.675  -0.369
12 O -5.168 -6.033 1.234  -0.341
13 S -6.525 -5.328 0.534  1.004
14 O -6.183 -4.968 -0.880  -0.523
15 O -7.662 -6.310 0.524  -0.575
16 O -6.685 -4.061 1.632  -0.419
17 H -1.771 -1.323 1.811  0.389
18 H -2.980 -2.052 2.965  0.140
19 H -2.269 -3.139 1.648  0.219
20 H -4.230 -3.312 3.989  0.314
21 H -5.707 -4.365 4.050  0.343
22 H -7.849 -1.356 4.394  0.288
23 H -4.832 -1.814 5.647  0.319
24 H -3.596 -4.695 0.890  0.216
25 H -3.985 -5.160 2.688  0.356
26 C -3.118 4.781 -1.034  -0.396
27 C -2.875 3.714 -0.273  -0.292
28 C -1.565 3.524 0.386  0.444
29 O -1.341 2.549 1.079  -0.594
30 C -0.536 4.564 0.170  -0.330
31 C -0.779 5.631 -0.590  -0.388
32 C -2.089 5.821 -1.249  0.338
33 O -2.311 6.795 -1.941  -0.568
34 H -4.070 4.936 -1.525  0.417
35 H -3.618 2.944 -0.106  0.439
36 H 0.417 4.409 0.661  0.442
37 H -0.036 6.401 -0.759  0.418
38 C -1.636 0.321 -4.027  -0.290
39 C -1.019 -0.572 -4.800  -0.485
40 C 0.320 -0.300 -5.366  0.314
41 O 0.883 -1.113 -6.073  -0.571
42 C 0.947 0.999 -5.039  -0.373
43 C 0.329 1.892 -4.265  -0.198
44 C -1.009 1.620 -3.700  0.375
45 O -1.574 2.433 -2.992  -0.481
46 H -2.617 0.140 -3.604  0.500
47 H -1.465 -1.528 -5.048  0.449
48 H 1.928 1.180 -5.460  0.424
49 H 0.774 2.846 -4.017  0.345
50 C 1.929 0.052 -1.505  -0.051
51 C 2.168 -1.018 -0.747  -0.661
52 C 3.475 -1.210 -0.081  0.264
53 O 3.693 -2.187 0.609  -0.568
54 C 4.505 -0.169 -0.287  -0.185
55 C 4.266 0.901 -1.045  -0.350
56 C 2.960 1.093 -1.711  0.345
57 O 2.740 2.071 -2.402  -0.527
58 H 0.979 0.208 -1.999  0.436
59 H 1.424 -1.789 -0.585  0.493
60 H 5.453 -0.325 0.207  0.391
61 H 5.009 1.671 -1.207  0.437
62 C 8.751 0.013 1.144  -0.279
63 C 9.981 0.016 1.658  -0.393
64 C 10.723 1.279 1.864  0.328
65 O 11.845 1.283 2.331  -0.540
66 C 10.047 2.537 1.480  -0.364
67 C 8.817 2.533 0.966  -0.417
68 C 8.076 1.271 0.760  0.389
69 O 6.952 1.267 0.292  -0.393
70 H 8.194 -0.902 0.986  0.441
71 H 10.490 -0.896 1.946  0.405
72 H 10.604 3.452 1.638  0.395
73 H 8.308 3.445 0.678  0.417

> Which of these has the lowest energy?

C30H25B2InN7O20

> The lowest energy belongs to which entry?

C30H25B2InN7O20